# 1
Density functional theory data (ωB97M-V/def2-TZVPD) for a 8-piece molecular cluster, H16O8 overall in a non-equilibrium geometry.

Results
SMILES: O.O.O.O.O.O.O.O
LUMO level in Eh: -0.0122
Energy relative to the best compared isomer or geometry (same formula, charge and spin) in eV: 2.4336
HOMO-LUMO gap in eV: 9.880

```
! wB97M-V def2-TZVPD RIJCOSX def2/J DEFGRID3
* xyz 0 1
O 33.1938 2.8560 -15.9218
H 32.6852 3.6667 -15.9431
H 33.6006 2.8506 -15.0554
O 34.4185 1.4632 -12.8813
H 34.8877 2.2617 -12.6396
H 33.7210 1.3881 -12.2301
O 35.9073 3.3008 -11.8261
H 35.9895 3.4901 -10.8914
H 36.5632 3.8598 -12.2427
O 35.1225 0.4536 -16.0843
H 34.7780 0.7101 -15.2288
H 34.8677 1.1670 -16.6693
O 32.1620 1.5450 -10.6965
H 31.9570 2.0056 -9.8828
H 31.3968 0.9935 -10.8594
O 37.7358 1.1280 -13.2967
H 37.1475 1.6385 -12.7404
H 38.2891 1.7816 -13.7244
O 33.9228 3.8930 -9.2969
H 33.0228 3.9207 -8.9720
H 33.9036 3.2457 -10.0018
O 31.9909 3.5252 -12.6500
H 31.0436 3.6252 -12.7436
H 32.0996 2.6997 -12.1779
*
```


# 2
Density functional theory data (ωB97M-V/def2-TZVPD) for one molecule with the formula CH3NO2S2 in a non-equilibrium geometry.

Results
LUMO level (spin up / spin down) in Eh: 0.0314 / -0.0918
Energy relative to the best compared isomer or geometry (same formula, charge and spin) in eV: 1.1364
<S²>: 2.007
HOMO-LUMO gap (spin up / spin down) in eV: 8.785 / 6.767

```
! wB97M-V def2-TZVPD RIJCOSX def2/J DEFGRID3
* xyz 0 3
C -1.2452 -0.0113 -0.3426
N -0.0443 -0.6107 0.3030
O 2.5025 0.4759 1.0420
O 1.0669 -0.6926 -0.5987
S -1.3546 1.7185 0.0669
S 2.5389 -0.1659 -0.2033
H -1.4599 -0.2392 -1.4725
H -2.1380 -0.5962 0.1694
H 0.1339 0.1215 1.0358
*
```